No. 1
{"formula": "C32H38BBr4N6O3RuS", "method": "ωB97M-V/def2-TZVPD", "lumo_energy_ev": [-2.07, -1.94], "orbital_gap_ev": [4.75, 4.71], "e_homo_ev": [-6.8, -6.6], "total_charge": 0, "multiplicity": 2, "s2": 0.9678, "symbols": ["Ru", "C", "C", "C", "C", "C", "C", "N", "N", "B", "N", "C", "C", "C", "N", "C", "C", "C", "N", "C", "C", "C", "N", "C", "C", "C", "H", "H", "H", "H", "H", "H", "H", "H", "H", "H", "H", "H", "H", "H", "H", "H", "H", "H", "H", "H", "H", "H", "H", "H", "H", "H", "H", "H", "Br", "C", "C", "Br", "C", "Br", "C", "O", "C", "O", "C", "Br", "C", "C", "C", "C", "C", "C", "C", "S", "C", "O", "H", "H", "H", "H", "H", "H", "H", "H", "H", "H"], "xyz": [[0.828, 0.482, -0.058], [1.046, 0.581, -3.146], [2.506, 0.316, -3.508], [2.656, -1.057, -4.176], [3.387, 0.337, -2.296], [4.778, 0.177, -2.225], [5.057, 0.096, -0.876], [3.906, 0.199, -0.201], [2.901, 0.365, -1.062], [3.646, 0.010, 1.302], [2.643, -1.162, 1.454], [2.618, -2.065, 2.448], [1.902, -3.161, 2.020], [1.499, -2.848, 0.715], [1.937, -1.627, 0.408], [0.875, -3.741, -0.311], [-0.617, -3.944, -0.076], [1.597, -5.091, -0.346], [3.017, 1.296, 1.839], [3.244, 1.852, 3.033], [2.611, 3.076, 3.066], [1.991, 3.192, 1.817], [2.246, 2.101, 1.092], [1.312, 4.417, 1.288], [2.265, 5.132, 0.322], [-0.005, 4.080, 0.601], [0.417, 0.512, -4.032], [0.928, 1.582, -2.717], [0.686, -0.169, -2.414], [2.842, 1.084, -4.217], [2.335, -1.840, -3.492], [3.693, -1.245, -4.442], [2.059, -1.110, -5.082], [5.473, 0.129, -3.037], [5.993, -0.041, -0.367], [4.650, -0.238, 1.882], [3.108, -1.871, 3.382], [1.714, -4.065, 2.560], [0.999, -3.244, -1.280], [-0.812, -4.326, 0.923], [-1.011, -4.654, -0.798], [-1.128, -2.994, -0.205], [1.495, -5.609, 0.603], [2.656, -4.970, -0.563], [1.159, -5.719, -1.118], [3.834, 1.350, 3.772], [2.596, 3.778, 3.874], [1.112, 5.082, 2.135], [2.496, 4.485, -0.521], [3.196, 5.387, 0.826], [1.813, 6.049, -0.048], [0.190, 3.403, -0.231], [-0.477, 4.988, 0.227], [-0.679, 3.593, 1.306], [-4.430, -2.625, 4.042], [-2.975, -1.600, 3.432], [-2.250, -0.821, 4.343], [-2.719, -0.823, 6.169], [-1.203, -0.044, 3.893], [-0.209, 1.064, 5.047], [-0.822, -0.013, 2.536], [0.125, 0.711, 2.124], [-1.566, -0.839, 1.582], [-1.221, -0.816, 0.362], [-2.639, -1.602, 2.088], [-3.652, -2.636, 0.873], [-6.514, -1.902, -2.345], [-5.480, -0.975, -1.790], [-5.681, -0.306, -0.588], [-4.703, 0.521, -0.063], [-3.518, 0.683, -0.756], [-3.296, 0.030, -1.952], [-4.279, -0.790, -2.468], [-2.217, 1.742, -0.099], [-3.041, 3.301, -0.664], [-1.074, 1.596, -1.051], [-7.386, -1.950, -1.697], [-6.101, -2.905, -2.440], [-6.828, -1.573, -3.335], [-6.602, -0.450, -0.045], [-4.868, 1.029, 0.876], [-2.351, 0.172, -2.455], [-4.115, -1.303, -3.402], [-3.705, 3.094, -1.497], [-2.267, 4.001, -0.953], [-3.601, 3.695, 0.178]], "forces_ev_per_a": [[-0.191, -1.334, 3.467], [0.227, 0.120, 0.150], [-0.188, -0.138, 0.017], [0.035, 0.235, -0.038], [0.090, 0.046, 0.019], [-0.059, 0.073, 0.245], [-0.021, -0.053, -0.350], [0.308, -0.026, 0.425], [-1.679, 0.279, -0.524], [-0.631, 0.151, -0.288], [0.468, -0.518, 0.943], [-0.043, 0.245, -0.270], [-0.142, 0.095, -0.223], [-0.085, -0.135, 0.132], [-0.501, 1.405, -0.445], [-0.272, -0.124, -0.017], [0.186, 0.272, -0.188], [0.042, 0.260, -0.155], [0.494, 0.125, 0.644], [-0.183, 0.122, -0.247], [-0.059, -0.144, -0.234], [0.065, 0.250, 0.493], [-0.936, -0.821, -1.098], [-0.128, -0.064, -0.259], [-0.086, 0.036, 0.243], [0.279, 0.058, 0.117], [-0.103, -0.021, 0.003], [-0.100, -0.125, -0.053], [0.026, 0.137, -0.371], [-0.012, -0.056, 0.138], [-0.053, -0.109, 0.064], [0.104, -0.067, -0.029], [-0.118, -0.036, -0.108], [0.140, -0.027, -0.172], [0.062, -0.016, 0.147], [0.255, -0.003, 0.168], [0.201, -0.006, 0.126], [0.001, -0.234, 0.118], [0.053, -0.033, 0.060], [-0.056, -0.024, 0.151], [-0.112, -0.125, -0.089], [-0.099, -0.104, 0.092], [-0.014, -0.071, 0.148], [0.133, -0.016, 0.021], [-0.042, -0.091, -0.084], [0.216, -0.109, 0.110], [-0.014, 0.186, 0.099], [0.068, -0.133, -0.006], [0.033, -0.069, -0.116], [0.071, 0.007, -0.030], [-0.046, 0.107, -0.083], [-0.135, 0.131, -0.025], [-0.041, 0.030, -0.068], [-0.076, -0.069, 0.006], [-0.111, -0.097, 0.044], [0.037, 0.154, 0.342], [-0.320, -0.246, 0.016], [0.063, 0.045, 0.042], [0.267, 0.255, -0.307], [0.092, 0.050, 0.047], [-1.940, -1.771, 0.313], [1.809, 0.962, -2.957], [0.278, 0.135, 2.251], [1.598, 0.998, -2.203], [-0.001, -0.004, -0.271], [0.115, -0.021, -0.118], [-0.047, -0.015, 0.010], [0.028, 0.139, 0.127], [0.022, 0.017, -0.195], [0.069, 0.183, -0.007], [0.229, -0.065, 0.232], [0.183, 0.069, -0.080], [-0.076, 0.073, 0.161], [-1.790, 0.528, 0.003], [0.248, -0.439, 0.280], [1.970, -0.100, -0.544], [-0.066, -0.027, -0.021], [-0.043, -0.104, -0.037], [-0.079, -0.044, -0.057], [-0.117, -0.027, 0.076], [0.002, 0.016, 0.174], [0.062, -0.060, -0.057], [0.060, -0.095, -0.146], [0.055, -0.072, -0.054], [0.185, 0.035, 0.049], [-0.119, 0.060, 0.112]]}

No. 2
{"formula": "C32H38BN6O9PReTe", "method": "ωB97M-V/def2-TZVPD", "lumo_energy_ev": [-6.57, -6.40], "orbital_gap_ev": [6.49, 6.26], "e_homo_ev": [-13.1, -12.7], "total_charge": 2, "multiplicity": 2, "s2": 1.1842, "symbols": ["Re", "O", "C", "O", "C", "C", "C", "C", "C", "N", "C", "O", "O", "H", "H", "H", "H", "H", "C", "C", "C", "C", "C", "C", "C", "C", "O", "B", "O", "C", "C", "H", "H", "H", "H", "H", "H", "H", "H", "H", "H", "H", "H", "C", "C", "N", "C", "C", "N", "C", "N", "N", "N", "C", "C", "C", "C", "C", "C", "H", "H", "H", "H", "H", "H", "H", "H", "H", "H", "H", "C", "C", "O", "P", "O", "Te", "O", "C", "C", "H", "H", "H", "H", "H", "H", "H", "H", "H", "H"], "xyz": [[-0.439, -0.007, 0.857], [-3.121, 3.125, 0.757], [-2.343, 2.135, 1.092], [-1.382, 1.772, 0.364], [-2.483, 1.458, 2.351], [-3.266, 1.817, 3.429], [-3.069, 1.184, 4.655], [-2.027, 0.282, 4.789], [-1.255, -0.054, 3.682], [-1.548, 0.462, 2.446], [-0.032, -0.803, 3.601], [0.516, -1.487, 4.569], [0.583, -0.775, 2.499], [-2.934, 3.384, -0.159], [-3.998, 2.608, 3.325], [-3.678, 1.448, 5.507], [-1.803, -0.134, 5.764], [-0.002, -1.473, 5.387], [5.304, -3.837, -5.435], [4.536, -2.716, -6.152], [5.433, -1.480, -6.209], [4.217, -3.155, -7.590], [3.222, -2.441, -5.420], [2.320, -3.495, -5.218], [1.088, -3.333, -4.590], [0.782, -2.060, -4.170], [-0.374, -1.587, -3.545], [-0.114, -0.246, -3.353], [1.110, 0.149, -3.814], [1.661, -1.009, -4.345], [2.883, -1.163, -4.962], [6.245, -4.031, -5.953], [4.746, -4.773, -5.407], [5.549, -3.553, -4.408], [6.370, -1.735, -6.703], [5.680, -1.111, -5.209], [4.975, -0.668, -6.777], [5.142, -3.357, -8.131], [3.673, -2.373, -8.122], [3.613, -4.062, -7.607], [2.577, -4.483, -5.576], [0.402, -4.161, -4.467], [3.530, -0.309, -5.105], [0.894, -3.044, -0.693], [1.619, -1.755, -0.812], [1.166, -0.561, -0.424], [2.174, 0.363, -0.676], [3.226, -0.286, -1.217], [2.867, -1.614, -1.294], [3.721, -2.657, -1.883], [3.795, -3.834, -1.092], [3.169, -4.969, -1.524], [3.286, -5.872, -0.642], [3.994, -5.365, 0.432], [4.387, -5.963, 1.631], [5.101, -5.183, 2.512], [5.424, -3.844, 2.220], [5.046, -3.240, 1.041], [4.324, -4.037, 0.152], [-0.159, -2.854, -0.497], [1.305, -3.642, 0.124], [0.983, -3.631, -1.607], [2.048, 1.412, -0.472], [4.178, 0.070, -1.570], [4.706, -2.204, -1.998], [3.336, -2.941, -2.861], [4.143, -6.995, 1.841], [5.435, -5.603, 3.451], [5.994, -3.277, 2.944], [5.308, -2.213, 0.822], [-3.326, -1.893, -5.357], [-3.500, -1.717, -3.874], [-3.288, -0.289, -3.549], [-2.515, 0.318, -2.347], [-1.030, 0.642, -2.822], [-2.568, -1.084, -0.403], [-3.136, 1.738, -2.135], [-3.373, 2.628, -3.300], [-4.849, 2.701, -3.585], [-3.550, -2.929, -5.615], [-2.303, -1.678, -5.660], [-4.013, -1.251, -5.906], [-2.783, -2.303, -3.303], [-4.514, -1.938, -3.546], [-2.806, 2.250, -4.149], [-2.953, 3.586, -3.004], [-5.233, 1.733, -3.903], [-5.022, 3.419, -4.387], [-5.401, 3.035, -2.708]], "forces_ev_per_a": [[-0.143, -0.368, 0.278], [-0.156, -0.008, 0.109], [0.306, -0.203, -0.297], [-0.190, 0.280, -0.278], [-0.149, 0.030, 0.353], [-0.035, 0.015, 0.015], [-0.109, 0.075, 0.046], [0.174, -0.156, -0.070], [-0.312, 0.117, 0.047], [0.038, 0.352, -0.188], [0.132, -0.106, -0.006], [0.001, 0.025, 0.033], [0.085, -0.364, -0.024], [0.031, 0.051, -0.032], [0.011, -0.006, -0.035], [0.015, -0.009, 0.000], [0.003, 0.007, -0.003], [-0.001, 0.000, 0.007], [0.005, 0.027, 0.002], [0.043, -0.036, -0.016], [-0.021, 0.022, 0.034], [-0.004, 0.001, 0.034], [-0.038, -0.034, 0.011], [0.005, -0.001, -0.040], [-0.061, 0.033, -0.045], [0.056, 0.107, 0.011], [0.039, -0.055, 0.129], [-0.086, -0.072, -0.235], [0.042, 0.150, 0.016], [0.078, -0.190, 0.023], [-0.010, 0.084, -0.024], [-0.014, 0.001, -0.014], [-0.009, 0.010, 0.014], [-0.012, -0.003, 0.017], [-0.003, -0.002, -0.006], [0.007, -0.006, -0.024], [-0.002, 0.002, 0.010], [-0.004, 0.004, 0.001], [0.003, -0.004, -0.010], [0.003, -0.006, -0.012], [0.005, 0.004, 0.021], [0.013, -0.012, 0.023], [-0.002, -0.020, 0.020], [-0.003, -0.035, 0.006], [0.045, -0.062, 0.012], [-0.033, 0.173, -0.105], [-0.004, 0.055, -0.039], [0.032, -0.021, 0.025], [-0.045, 0.039, 0.054], [0.052, 0.024, -0.113], [-0.057, 0.054, 0.064], [0.010, 0.028, -0.025], [-0.041, -0.123, 0.018], [0.088, 0.258, -0.036], [-0.013, -0.033, 0.020], [-0.008, -0.081, 0.019], [-0.007, 0.059, -0.025], [0.032, 0.091, 0.022], [-0.070, -0.228, -0.006], [0.024, 0.003, -0.007], [-0.006, 0.000, -0.004], [0.006, 0.000, 0.009], [0.015, -0.002, -0.013], [-0.014, -0.003, 0.020], [0.019, -0.003, -0.040], [-0.004, -0.030, -0.005], [0.010, 0.006, 0.010], [-0.011, -0.016, -0.009], [0.000, 0.001, -0.008], [0.003, -0.012, 0.004], [-0.018, -0.003, 0.026], [0.021, 0.054, -0.003], [0.022, -0.097, -0.005], [-0.031, 0.284, -0.100], [-0.094, -0.102, 0.134], [0.282, 0.134, 0.186], [0.080, -0.180, 0.035], [-0.024, 0.066, -0.017], [-0.001, 0.002, 0.030], [0.001, 0.002, -0.002], [-0.001, 0.016, -0.007], [0.016, -0.003, -0.017], [-0.031, -0.018, -0.002], [0.000, -0.020, 0.012], [0.011, 0.003, -0.002], [-0.003, -0.005, -0.003], [-0.014, -0.001, 0.005], [0.018, -0.006, -0.008], [0.008, -0.010, -0.005]]}

No. 3
{"formula": "C32H38BrCoN7O2PS", "method": "ωB97M-V/def2-TZVPD", "lumo_energy_ev": [-3.49, -3.49], "orbital_gap_ev": [5.69, 5.68], "e_homo_ev": [-9.2, -9.2], "total_charge": 1, "multiplicity": 2, "s2": 0.7620, "symbols": ["Co", "Br", "C", "C", "C", "C", "C", "C", "N", "C", "C", "C", "C", "C", "C", "N", "H", "H", "H", "H", "H", "H", "H", "H", "H", "S", "C", "N", "N", "C", "C", "C", "C", "C", "C", "N", "N", "C", "C", "C", "C", "C", "C", "H", "H", "H", "H", "H", "H", "H", "H", "H", "H", "H", "C", "N", "C", "C", "C", "O", "H", "H", "H", "H", "H", "H", "H", "H", "H", "C", "P", "C", "C", "O", "H", "H", "H", "H", "H", "H", "H", "H", "H"], "xyz": [[0.981, 0.419, -0.340], [-3.492, -1.175, 5.593], [-2.059, -0.787, 4.431], [-1.991, -1.422, 3.198], [-0.964, -1.105, 2.328], [-0.008, -0.169, 2.698], [-0.080, 0.461, 3.932], [-1.110, 0.150, 4.806], [1.018, 0.138, 1.755], [2.210, 0.247, 2.196], [3.313, 0.389, 1.241], [4.629, 0.502, 1.650], [5.627, 0.490, 0.684], [5.260, 0.339, -0.641], [3.913, 0.240, -0.968], [2.949, 0.285, -0.050], [-2.749, -2.137, 2.914], [-0.899, -1.556, 1.346], [0.632, 1.231, 4.199], [-1.187, 0.650, 5.761], [2.451, 0.133, 3.253], [4.860, 0.581, 2.703], [6.667, 0.581, 0.964], [5.998, 0.298, -1.428], [3.594, 0.119, -1.995], [1.239, 0.543, -2.573], [-0.417, 0.075, -2.868], [-0.811, -0.306, -4.036], [-2.011, -0.866, -4.200], [-2.731, -1.728, -3.347], [-4.077, -1.929, -3.627], [-4.816, -2.840, -2.887], [-4.222, -3.559, -1.861], [-2.873, -3.362, -1.593], [-2.124, -2.455, -2.323], [-1.370, 0.243, -1.867], [-0.923, 0.565, -0.741], [-1.983, 0.864, 0.189], [-3.205, 0.208, 0.098], [-4.200, 0.499, 1.014], [-3.987, 1.449, 2.007], [-2.769, 2.109, 2.078], [-1.760, 1.813, 1.174], [-2.283, -0.890, -5.169], [-4.548, -1.364, -4.422], [-5.864, -2.982, -3.114], [-4.800, -4.264, -1.281], [-2.395, -3.925, -0.801], [-1.076, -2.310, -2.093], [-3.361, -0.531, -0.676], [-5.147, -0.021, 0.953], [-4.768, 1.671, 2.721], [-2.597, 2.852, 2.846], [-0.802, 2.312, 1.221], [1.542, 6.160, -0.881], [0.917, 4.901, -0.504], [-0.516, 4.955, -0.264], [1.576, 3.733, -0.458], [3.011, 3.709, -0.921], [1.032, 2.698, -0.055], [0.978, 6.970, -0.421], [1.534, 6.310, -1.963], [2.563, 6.222, -0.516], [-1.009, 5.418, -1.120], [-0.733, 5.549, 0.626], [-0.902, 3.951, -0.133], [3.231, 4.446, -1.688], [3.205, 2.719, -1.323], [3.677, 3.880, -0.072], [1.320, -3.977, -2.026], [1.274, -3.223, -0.399], [0.365, -4.349, 0.668], [2.965, -3.237, 0.219], [0.680, -1.850, -0.438], [1.739, -4.983, -2.003], [1.915, -3.343, -2.684], [0.303, -4.016, -2.419], [0.796, -5.349, 0.644], [-0.672, -4.397, 0.335], [0.388, -3.973, 1.692], [3.361, -4.252, 0.259], [2.978, -2.814, 1.225], [3.596, -2.632, -0.432]], "forces_ev_per_a": [[0.314, -0.114, -0.035], [-0.024, -0.009, 0.019], [0.023, 0.008, -0.022], [0.015, 0.030, 0.017], [-0.029, 0.005, -0.005], [-0.005, 0.049, -0.131], [-0.015, 0.028, 0.035], [-0.016, -0.009, -0.021], [0.285, 0.101, -0.060], [-0.129, -0.034, -0.091], [-0.161, -0.034, 0.056], [0.022, -0.033, -0.074], [-0.047, -0.002, 0.004], [-0.021, -0.013, 0.017], [0.027, 0.015, 0.016], [0.164, 0.082, 0.081], [-0.013, -0.012, -0.001], [0.007, -0.029, -0.018], [0.017, 0.005, -0.007], [-0.004, 0.002, 0.014], [-0.026, 0.012, -0.014], [0.018, 0.011, 0.020], [0.011, -0.004, 0.006], [0.019, 0.006, -0.009], [-0.010, 0.009, 0.000], [-0.086, 0.118, 0.131], [-0.047, -0.052, -0.208], [0.387, -0.186, 0.056], [-0.435, 0.259, -0.074], [0.072, -0.053, -0.075], [-0.038, 0.012, 0.040], [0.027, -0.008, 0.025], [-0.003, -0.008, 0.018], [-0.032, 0.048, -0.013], [0.061, -0.028, -0.009], [0.193, 0.178, 0.332], [-0.617, -0.218, -0.225], [0.097, 0.053, -0.095], [-0.056, -0.072, -0.043], [-0.014, 0.016, 0.021], [0.016, -0.020, -0.027], [0.013, -0.032, 0.007], [0.051, -0.002, 0.080], [0.075, -0.083, 0.025], [0.000, 0.017, -0.003], [-0.014, -0.004, -0.004], [-0.010, -0.014, 0.006], [-0.047, -0.002, -0.012], [-0.096, 0.064, 0.019], [0.010, -0.012, 0.000], [-0.013, 0.000, 0.008], [-0.012, 0.002, 0.012], [-0.009, 0.011, 0.012], [0.032, -0.032, 0.009], [0.006, 0.016, -0.019], [0.004, -0.005, -0.020], [-0.023, -0.030, 0.010], [0.040, 0.008, -0.140], [-0.004, -0.027, 0.009], [0.001, -0.035, 0.266], [0.011, 0.006, -0.001], [-0.003, 0.002, -0.003], [0.001, -0.003, -0.004], [0.001, 0.015, 0.010], [-0.012, -0.012, 0.017], [0.008, 0.056, -0.041], [-0.004, 0.011, -0.010], [-0.011, 0.017, 0.015], [0.006, 0.004, 0.006], [-0.026, 0.033, -0.018], [0.151, -0.038, -0.147], [-0.023, 0.041, 0.032], [-0.015, 0.006, 0.025], [-0.138, 0.034, 0.193], [0.018, -0.016, 0.018], [0.003, 0.006, -0.012], [0.028, -0.062, -0.015], [0.009, -0.016, -0.007], [0.047, -0.017, 0.029], [-0.018, -0.004, 0.003], [0.009, -0.021, -0.004], [0.015, 0.008, 0.004], [-0.007, 0.004, -0.006]]}

Sequential relative energy (zero: lowest compared OMol25 entry of this formula, charge and spin) output: 372.84 27.58 0.00 kJ/mol